Entry from the OMol25 dataset: a molecular structure, C2H6N4OS in a non-equilibrium geometry (ωB97M-V/def2-TZVPD).

```
14
C2H6N4OS (ωB97M-V/def2-TZVPD)
S -1.75 0.71 -0.03
O 0.41 -1.83 0.44
N 1.76 1.28 -1.85
N 0.64 -0.80 -0.36
N 1.85 1.24 -0.39
N -1.42 -0.36 1.13
C 1.24 0.34 0.15
C -0.70 -1.33 1.40
H 2.95 1.84 -2.01
H 0.25 -1.15 -1.40
H 1.10 0.39 1.37
H -3.42 0.35 -0.12
H -0.89 -1.84 2.30
H 1.84 0.15 -2.20
```

Its largest force on an atom is 6.8 eV/Å. The calculation puts the energy relative to the best compared isomer or geometry (same formula, charge and spin) at 221.6 kcal per mole. The net charge is 0.

***

Entry from the OMol25 dataset: a single FHN2O3 molecule in a non-equilibrium geometry (ωB97M-V/def2-TZVPD).

```
7
FHN2O3 (ωB97M-V/def2-TZVPD)
F 1.17 -1.02 -0.57
O 0.35 -0.31 1.40
O -1.49 0.13 -0.41
O -0.24 1.48 -1.46
N -0.48 0.71 -0.62
N 0.81 0.17 0.27
H -0.11 -1.16 1.39
```

Its largest force on an atom is 2.2 eV/Å. The calculation puts the energy relative to the best compared isomer or geometry (same formula, charge and spin) at 36.5 kcal per mole. Its SMILES is O=[N+]([O-])N(O)F. The net charge is 0.

***

Entry from the OMol25 dataset: 2 unconnected molecules or ions with the total composition CH8N3O in a non-equilibrium geometry (ωB97M-V/def2-TZVPD).

```
13
CH8N3O (ωB97M-V/def2-TZVPD)
O -2.18 0.28 0.60
N 0.73 -0.71 1.05
N 0.88 1.23 -0.28
N -0.22 -0.42 -1.07
C 0.91 -0.23 -0.25
H -0.06 1.57 -0.09
H -0.13 -1.21 -1.72
H 0.46 0.01 1.71
H -1.81 0.08 -0.27
H 1.20 1.58 -1.18
H 1.36 -1.40 1.42
H 1.83 -0.59 -0.70
H -2.98 -0.20 0.79
```

Its largest force on an atom is 2.1 eV/Å. The calculation puts the energy relative to the best compared isomer or geometry (same formula, charge and spin) at 157.3 kcal per mole. The net charge is +1.

***

Entry from the OMol25 dataset: a single C3H6N2O2 molecule in a non-equilibrium geometry (ωB97M-V/def2-TZVPD).

```
13
C3H6N2O2 (ωB97M-V/def2-TZVPD)
O -2.45 1.12 0.24
O -2.08 -1.42 -0.09
N 0.34 -1.05 0.18
N -1.22 0.58 -0.17
C -1.04 -0.75 -0.08
C 1.64 -0.51 0.13
C 1.90 0.81 -0.13
H 0.16 -1.99 -0.03
H 2.94 1.04 -0.04
H -0.69 1.27 0.31
H 1.18 1.74 -0.33
H -3.11 0.31 -0.27
H 2.42 -1.15 0.28
```

Its largest force on an atom is 6.8 eV/Å. The calculation puts the energy relative to the best compared isomer or geometry (same formula, charge and spin) at 123.0 kcal per mole. Its SMILES is C=CNC(=O)NO. The net charge is 0.

***

Entry from the OMol25 dataset: 11 unconnected molecules or ions with the total composition C44H82IN10PS in a non-equilibrium geometry (ωB97M-V/def2-TZVPD).

```
139
C44H82IN10PS (ωB97M-V/def2-TZVPD)
I 3.73 -1.74 0.58
S -3.30 -1.19 2.87
P 1.48 -2.88 0.78
N -3.42 -5.81 1.14
N 5.11 6.73 -6.45
N 0.52 1.94 9.88
N 5.55 4.12 -1.01
N 1.37 -0.83 3.96
N -6.66 -4.22 1.61
N 1.07 4.81 5.76
N -7.27 -0.62 -8.80
N 9.30 2.33 -3.81
N -4.37 -3.31 -5.30
C 10.25 4.37 -5.22
C 5.73 3.48 -1.96
C 0.95 3.49 11.99
C -6.92 -1.70 -8.56
C -6.02 -6.80 3.60
C -6.64 -3.83 0.52
C 2.41 2.48 3.56
C -9.12 -2.88 -0.86
C -1.21 -2.33 1.45
C -3.51 -5.88 2.29
C -7.74 -2.29 -1.09
C -3.60 -2.82 -4.58
C 0.71 2.61 10.80
C -0.33 -3.56 0.90
C -2.55 -2.76 2.16
C 3.40 4.74 -6.88
C -3.62 -5.99 3.78
C 5.96 2.66 -3.19
C -6.46 -3.09 -8.26
C 4.36 5.86 -6.64
C 3.13 1.13 3.60
C 5.15 3.39 -8.13
C -1.22 2.95 7.62
C 9.81 5.69 -4.59
C -2.12 -3.24 -2.63
C 1.81 5.38 10.52
C -3.25 -3.80 -1.77
C 4.15 3.41 -6.98
C -6.61 -3.31 -0.88
C -4.62 -7.09 4.14
C 9.72 3.22 -4.43
C -1.20 1.93 6.49
C 1.89 -3.36 2.55
C 5.45 1.23 -2.96
C -6.80 -3.81 -10.68
C 6.16 0.53 -1.81
C -5.83 -3.72 -9.51
C 0.09 4.63 6.35
C -1.17 4.40 7.12
C 8.29 5.85 -4.56
C 0.81 4.96 11.59
C 1.40 2.58 2.43
C 2.14 0.03 3.80
C -2.61 -2.20 -3.65
H -7.68 -1.90 -2.11
H 11.34 4.31 -5.24
H 10.20 5.77 -3.58
H -0.27 1.99 5.92
H -3.76 -3.01 -1.23
H -5.47 -4.72 -9.26
H 1.89 2.65 4.51
H -7.68 -4.40 -10.42
H -0.39 -4.48 1.55
H 5.79 -0.49 -1.70
H -3.25 -3.28 1.44
H -2.13 2.81 8.21
H -2.03 4.61 6.48
H -6.71 -7.59 3.89
H 9.89 4.29 -6.25
H -1.37 -1.63 0.57
H 7.82 5.07 -3.94
H 1.98 -2.42 3.17
H -4.28 -8.05 3.75
H -9.89 -2.13 -1.05
H -1.27 0.92 6.90
H 8.02 6.81 -4.13
H 5.64 2.41 -8.19
H 3.85 1.11 4.42
H 1.95 3.29 12.39
H -0.38 2.76 8.29
H -3.94 -5.03 4.19
H -2.48 -0.15 2.44
H 0.93 3.56 2.42
H -1.21 5.09 7.97
H 5.99 1.04 -0.86
H -1.38 -2.77 -1.98
H -1.77 -1.81 -4.23
H -2.64 -6.23 4.20
H -5.65 -2.85 -1.07
H -4.67 -7.19 5.23
H 5.94 4.14 -8.00
H -5.73 -3.06 -7.45
H 1.14 -4.03 3.05
H 0.22 3.24 12.77
H -7.13 -2.82 -11.01
H -2.04 2.08 5.81
H -7.60 -1.44 -0.41
H 2.84 4.95 -7.80
H 2.68 4.71 -6.06
H -6.02 -6.76 2.51
H 4.66 3.57 -9.09
H 5.60 0.65 -3.87
H -2.85 -4.52 -1.05
H -0.53 -1.76 2.16
H -0.20 5.15 11.22
H -2.36 -3.46 3.04
H 7.03 2.65 -3.42
H 3.68 0.96 2.67
H 10.23 6.52 -5.17
H 4.38 1.25 -2.75
H -9.25 -3.23 0.16
H -6.40 -5.85 3.98
H 2.86 -3.94 2.51
H -0.65 -3.89 -0.15
H 3.42 2.61 -7.13
H -3.09 -1.36 -3.14
H 1.70 6.44 10.29
H 1.66 4.83 9.59
H 0.95 5.58 12.47
H -6.72 -4.15 -1.57
H -3.98 -4.34 -2.38
H 1.80 -3.78 -0.28
H 7.86 5.79 -5.56
H 0.87 -1.62 0.41
H -9.30 -3.73 -1.54
H 4.67 3.21 -6.05
H 3.15 3.28 3.45
H -6.31 -4.29 -11.54
H -7.32 -3.68 -7.93
H 1.88 2.42 1.46
H -1.62 -4.06 -3.15
H 0.60 1.84 2.53
H 2.84 5.22 10.86
H 5.43 3.11 -4.03
H 7.24 0.48 -1.99
H -4.96 -3.13 -9.81
```

Its largest force on an atom is 3.3 eV/Å. The calculation puts the total energy at -90080.418 eV. Its SMILES is C[PH2](I)CCCS.CCCC#N.CCCC#N.CCCC#N.CCCC#N.CCCC#N.CCCC#N.CCCC#N.CCCC#N.CCCC#N.CCCC#N. The net charge is 0.

***

Entry from the OMol25 dataset: 12 unconnected molecules or ions with the total composition C45H114F6N13O21S2 in a non-equilibrium geometry (ωB97M-V/def2-TZVPD).

```
201
C45H114F6N13O21S2 (ωB97M-V/def2-TZVPD)
S -1.85 -2.03 -0.20
S 0.39 -1.14 0.50
F 0.49 1.35 1.63
F -4.28 -3.02 -0.43
F 2.26 0.23 1.89
F 0.50 -0.33 3.07
F -4.19 -1.57 1.20
F -3.34 -3.61 1.45
O -3.88 2.23 3.19
O 1.40 -2.24 0.54
O 0.71 1.72 5.96
O 1.35 -5.59 -2.58
O -1.22 -3.24 -0.74
O 6.55 -8.88 -2.05
O -5.06 2.88 -1.22
O -0.49 6.13 -6.14
O -4.32 -7.57 -2.25
O 5.65 2.79 1.49
O -2.22 -1.02 -1.23
O 0.91 9.60 -2.93
O 5.22 -3.44 -0.89
O 4.52 -1.98 4.73
O 0.08 -0.31 -5.29
O 0.39 3.86 -1.01
O -0.74 -4.70 4.60
O -1.42 6.49 1.74
O -3.27 -6.48 3.75
O -4.28 -1.37 4.80
O 0.35 -0.40 -0.77
N -1.29 3.25 -5.16
N -2.87 0.26 3.00
N 0.48 6.84 -1.45
N 5.72 -5.81 -2.47
N 3.08 -3.18 3.42
N -0.18 -4.36 2.40
N 2.22 -1.99 4.95
N 3.53 3.52 4.63
N -1.18 -2.80 3.55
N -2.25 -6.26 -3.64
N -1.18 -1.55 1.10
N -2.46 4.37 -0.04
N -2.44 1.81 1.55
C 0.95 0.13 1.86
C 0.46 10.71 -3.75
C -0.55 5.62 -4.83
C -2.73 4.10 -1.45
C -4.21 3.92 -1.76
C 2.49 2.48 4.63
C -3.54 -2.57 0.55
C -0.70 -4.03 3.52
C 7.62 -9.64 -1.66
C -5.47 -8.29 -2.33
C -6.30 -1.00 3.43
C 1.57 4.70 -0.73
C 4.48 2.99 2.29
C 5.24 -6.90 -1.57
C 3.43 -2.38 4.45
C 6.63 3.75 1.46
C -5.60 -6.63 3.59
C -3.05 -5.51 -2.68
C -4.47 1.54 -1.24
C -0.93 7.46 -6.24
C 0.82 -1.12 -4.40
C -0.64 6.54 2.91
C 1.10 6.19 -0.33
C -0.85 -5.79 -3.65
C -5.27 -2.05 4.02
C -1.15 1.81 -4.74
C -0.22 9.17 -2.13
C -0.16 4.11 -4.79
C -0.46 2.07 5.23
C 0.13 1.11 -5.23
C 1.63 -4.22 -2.36
C 0.38 8.26 -1.05
C 0.79 2.55 -1.57
C 6.75 -4.98 -1.85
C -4.42 -5.74 3.39
C 4.51 -2.84 0.18
C 4.68 3.24 3.73
C 1.62 2.82 5.83
C -4.43 -6.19 -2.53
C -3.02 1.52 2.68
C 6.19 -8.00 -1.03
C -2.64 5.82 1.87
C 0.00 -5.99 -2.37
C 6.38 -4.17 -0.68
C -3.17 5.55 0.52
H -4.47 -4.79 3.92
H -1.73 -2.42 4.30
H -1.15 7.14 3.66
H 0.20 6.10 -4.21
H 7.16 -7.54 -0.84
H 4.43 -7.31 -2.18
H 5.40 4.07 3.69
H 1.97 6.67 0.11
H 2.16 4.27 0.08
H -4.35 4.01 -2.83
H 2.23 2.87 6.73
H 2.63 -4.04 -2.77
H -6.36 -5.92 3.92
H -0.29 2.34 4.19
H -2.51 -5.92 3.92
H -2.66 -5.52 -1.66
H -3.39 6.53 2.23
H 7.89 -10.43 -2.36
H -5.02 0.93 -0.52
H -1.15 -2.21 2.72
H 0.19 11.58 -3.15
H -0.75 -4.84 -4.17
H -6.31 -7.86 -1.79
H -4.85 -2.54 3.14
H -0.48 6.53 -1.52
H 3.94 2.06 2.15
H -4.45 1.13 -2.25
H -6.99 -1.70 2.96
H 6.23 4.75 1.34
H -0.85 8.54 -2.77
H -5.81 -8.36 -3.36
H 6.24 -4.95 0.07
H 0.75 -0.77 -3.37
H -2.91 2.57 1.09
H -3.25 -0.20 3.81
H 1.33 1.91 -0.87
H -2.27 -7.21 -3.29
H 1.27 10.93 -4.44
H 0.11 3.78 -3.79
H -4.89 -5.94 -3.49
H -0.17 -3.66 1.67
H 1.42 2.64 -2.46
H -2.62 4.90 2.45
H -2.00 1.30 -5.18
H -0.48 -5.74 -1.42
H -4.07 -1.95 5.53
H -5.43 -9.27 -1.85
H -5.13 -5.70 -1.85
H 7.25 -3.61 -0.35
H 0.33 -5.23 2.34
H 0.40 1.40 -6.25
H -5.79 -7.31 2.76
H -2.51 -0.29 2.23
H 7.41 -10.09 -0.69
H 7.33 3.43 0.68
H 0.97 1.45 -4.62
H -3.48 1.58 -0.78
H -0.52 5.53 3.31
H 7.66 -5.53 -1.61
H 2.14 -3.31 3.09
H 6.88 -4.14 -2.53
H 3.90 -3.48 2.91
H 1.81 -1.48 -4.65
H -0.32 8.32 -0.22
H -1.45 4.31 0.07
H 5.68 -8.62 -0.29
H 0.06 7.92 -6.22
H 0.65 3.86 -5.47
H -1.79 1.19 1.10
H -2.07 3.30 -1.77
H 1.86 2.54 3.75
H 3.64 -2.38 -0.28
H -5.52 -7.21 4.51
H -1.27 1.35 5.35
H -0.80 3.00 5.67
H 4.96 -5.19 -2.73
H 1.22 3.83 5.77
H 4.21 -3.56 0.94
H 3.95 3.84 1.85
H 2.10 4.88 -1.66
H 7.27 3.92 2.33
H -1.35 1.92 -3.67
H 0.91 -3.58 -2.87
H 5.13 -2.18 0.79
H -4.24 5.32 0.55
H -5.80 -0.35 2.71
H 1.36 -2.12 4.44
H 4.58 -6.42 -0.85
H 2.86 1.46 4.55
H -4.24 -5.48 2.34
H 1.68 -4.01 -1.29
H 0.11 -7.08 -2.36
H 8.60 -9.20 -1.52
H -1.51 5.87 -4.37
H -5.58 -2.96 4.53
H 1.33 8.69 -0.73
H 2.15 -1.21 5.59
H -3.10 6.45 -0.09
H 0.44 6.13 0.54
H -2.38 4.99 -1.97
H 5.12 2.30 4.07
H 0.33 7.00 2.72
H 3.80 3.87 5.54
H 0.35 -2.10 -4.50
H -0.80 10.01 -1.77
H -1.49 3.42 -6.13
H -0.36 -6.39 -4.42
H -1.28 7.61 -7.26
H -0.11 2.15 -2.03
H -4.58 4.88 -1.41
H -1.66 7.84 -5.53
H -6.91 -0.56 4.22
H -3.13 -4.50 -3.10
H -0.40 10.62 -4.42
```

Its largest force on an atom is 7.2 eV/Å. The calculation puts the total energy at -148847.089 eV. The net charge is -1.